Entry 1:
Density functional theory data (ωB97M-V/def2-TZVPD) for C40H40NO2SiV as an isolated structure in a non-equilibrium geometry.

Calculated values
Total charge: -1
E_HOMO (alpha / beta): -1.299 / -3.860 eV
Orbital gap (alpha / beta): 3.9 / 6.4 eV
ΔE to the lowest compared entry with this formula, charge and spin: 0.000 eV
Multiplicity: 4

Element x y z (Å)
C (-1.2116, 1.9584, 1.9010)
C (-0.5415, 2.8991, 1.0723)
C (-0.9094, 2.6548, -0.3065)
H (0.0889, 3.7054, 1.4490)
C (-1.7879, 1.5253, -0.3249)
C (-1.9766, 1.1109, 1.0349)
H (-2.2424, 1.0955, -1.2308)
C (2.4369, 0.3244, 0.9385)
C (2.2352, 1.7360, 0.9945)
C (1.9327, 2.1719, -0.3433)
H (2.3187, 2.3621, 1.8870)
C (2.0001, 1.0428, -1.2475)
C (2.2520, -0.1094, -0.4224)
H (-0.6540, 3.2541, -1.1907)
H (-2.6379, 0.3262, 1.3846)
H (-1.1969, 1.9369, 2.9996)
H (2.4773, -1.1146, -0.7885)
H (1.8237, 3.2096, -0.6537)
H (2.7420, -0.2880, 1.7796)
V (0.2486, 0.8566, 0.5106)
C (2.3107, 1.1647, -2.7595)
C (3.7838, 0.7206, -2.9492)
C (2.2337, 2.6236, -3.2233)
H (4.4580, 1.3646, -2.3716)
H (4.0709, 0.7970, -4.0049)
H (3.9553, -0.3122, -2.6304)
H (2.8759, 3.2400, -2.5781)
H (1.2070, 3.0162, -3.1814)
H (2.6066, 2.6962, -4.2580)
C (1.4775, 0.2474, -3.7202)
C (-0.0501, 0.4205, -3.9150)
H (1.5879, -0.7891, -3.3667)
H (1.9401, 0.2718, -4.7280)
O (-0.8696, -0.2963, -3.2846)
N (-0.5675, 1.3201, -4.7908)
C (-2.0184, 1.5729, -4.7642)
H (-0.0207, 1.7983, -5.4992)
C (-2.3223, 2.9283, -4.1801)
C (-3.4758, 3.1354, -3.4038)
H (-4.1184, 2.2781, -3.1931)
C (-3.7466, 4.4045, -2.8862)
H (-4.6355, 4.5536, -2.2737)
C (-2.8806, 5.4712, -3.1450)
H (-3.1129, 6.4680, -2.7765)
C (-1.7101, 5.2610, -3.8805)
H (-1.0006, 6.0673, -4.0599)
C (-1.4291, 3.9859, -4.3904)
H (-0.4913, 3.7950, -4.9181)
H (-2.4688, 0.7906, -4.1478)
H (-2.4651, 1.4692, -5.7722)
O (-0.1901, -0.9031, 0.8823)
Si (-0.1895, -2.0535, 2.0123)
C (0.6621, -1.4113, 3.5551)
C (0.0047, -0.5202, 4.4100)
C (0.6640, 0.0214, 5.5227)
C (1.9974, -0.3135, 5.7890)
C (2.6623, -1.1895, 4.9276)
C (1.9984, -1.7449, 3.8251)
C (-1.8918, -2.6955, 2.4128)
C (-2.8489, -1.8553, 3.0009)
C (-4.0559, -2.3692, 3.4974)
C (-4.3578, -3.7292, 3.3602)
C (-3.4576, -4.5531, 2.6764)
C (-2.2400, -4.0419, 2.2002)
C (0.8073, -3.5547, 1.5441)
C (1.0387, -4.5344, 2.5214)
C (1.8328, -5.6543, 2.2396)
C (2.3866, -5.8127, 0.9660)
C (2.1262, -4.8550, -0.0207)
C (1.3385, -3.7245, 0.2610)
H (-1.0267, -0.2303, 4.2106)
H (0.1354, 0.7182, 6.1761)
H (2.5113, 0.1168, 6.6486)
H (3.7116, -1.4282, 5.0946)
H (2.5369, -2.4330, 3.1742)
H (-2.6728, -0.7831, 3.0781)
H (-4.7660, -1.6974, 3.9811)
H (-5.2857, -4.1317, 3.7703)
H (-3.7127, -5.5996, 2.5025)
H (-1.5664, -4.7012, 1.6529)
H (0.6116, -4.4247, 3.5194)
H (2.0180, -6.3916, 3.0148)
H (3.0161, -6.6758, 0.7452)
H (2.5428, -4.9815, -1.0221)
H (1.1376, -2.9850, -0.5207)

Entry 2:
Density functional theory data (ωB97M-V/def2-TZVPD) for C40H41AsN8O4ReS as an isolated structure.

Calculated values
Total charge: +2
E_HOMO (alpha / beta): -13.126 / -13.134 eV
Orbital gap (alpha / beta): 6.8 / 5.9 eV
ΔE to the lowest compared entry with this formula, charge and spin: 0.706 eV
Multiplicity: 4

Element x y z (Å)
Re (-0.6353, -0.1480, -0.1278)
C (5.8744, 0.2277, 2.6985)
C (4.4541, -0.2486, 2.5934)
C (4.1373, -1.3742, 1.8306)
C (2.8417, -1.8554, 1.7741)
C (1.8398, -1.1942, 2.4777)
C (2.1335, -0.0843, 3.2600)
C (3.4349, 0.3894, 3.2990)
S (0.2602, -1.9489, 2.6244)
O (-0.1994, -1.7507, 3.9642)
O (0.3745, -3.2806, 2.0928)
N (-0.7818, -1.0896, 1.6385)
C (-2.1772, -1.4168, 2.0085)
C (-3.1094, -0.4614, 1.3062)
O (-4.2492, -0.2737, 1.5875)
O (-2.5104, 0.1777, 0.2609)
H (6.4444, -0.0100, 1.8007)
H (6.3723, -0.2636, 3.5368)
H (5.9260, 1.3013, 2.8764)
H (4.9259, -1.8980, 1.3031)
H (2.6113, -2.7689, 1.2407)
H (1.3545, 0.3730, 3.8576)
H (3.6731, 1.2428, 3.9230)
H (-2.3320, -1.3545, 3.0840)
H (-2.4342, -2.4358, 1.6907)
C (3.3650, -0.8767, -1.8375)
C (4.1220, 0.1342, -1.2702)
C (3.5242, 1.0104, -0.3764)
C (2.1858, 0.8576, -0.0668)
N (1.4583, -0.1503, -0.6057)
C (2.0364, -0.9865, -1.4792)
C (1.4334, 1.8054, 0.7840)
C (2.0083, 2.8583, 1.4685)
C (1.2014, 3.6791, 2.2437)
C (-0.1589, 3.4310, 2.3086)
C (-0.6774, 2.3726, 1.5877)
N (0.1066, 1.5792, 0.8464)
H (3.7861, -1.5681, -2.5530)
H (5.1665, 0.2501, -1.5276)
H (4.0958, 1.8171, 0.0572)
H (1.4038, -1.7538, -1.9044)
H (3.0730, 3.0298, 1.4222)
H (1.6365, 4.5013, 2.7958)
H (-0.8196, 4.0456, 2.9026)
H (-1.7331, 2.1421, 1.5863)
C (-2.1896, 5.8355, 0.5100)
As (-2.2001, 4.4481, -0.8703)
C (-3.9448, 4.8613, -1.6544)
C (-1.0966, 5.4046, -2.1774)
H (-2.5296, 6.7843, 0.0966)
H (-1.1767, 5.9637, 0.8923)
H (-2.8460, 5.5534, 1.3330)
H (-4.0489, 5.9337, -1.8152)
H (-4.7409, 4.5190, -0.9948)
H (-4.0487, 4.3553, -2.6147)
H (-1.4087, 6.4461, -2.2536)
H (-1.1874, 4.9365, -3.1570)
H (-0.0493, 5.3676, -1.8774)
C (-2.8179, -3.4126, -2.1248)
C (-2.3912, -2.1755, -1.6899)
N (-1.2284, -2.0110, -1.0384)
C (-0.4819, -3.1025, -0.7781)
C (-0.8672, -4.3807, -1.1266)
C (-2.0544, -4.5285, -1.8368)
C (-0.0450, -5.5312, -0.6789)
C (-0.2125, -6.1768, 0.4717)
C (-1.2188, -5.9066, 1.5169)
C (-1.0976, -6.5240, 2.7518)
C (-2.0458, -6.2128, 3.7132)
N (-3.0523, -5.3797, 3.4702)
C (-3.0938, -4.8668, 2.2470)
N (-2.2314, -5.0677, 1.2589)
H (-3.7604, -3.4961, -2.6465)
H (-2.9953, -1.2947, -1.8396)
H (0.4090, -2.9544, -0.1836)
H (-2.3903, -5.5165, -2.1228)
H (0.7636, -5.8360, -1.3350)
H (0.4745, -6.9838, 0.6992)
H (-0.2901, -7.2110, 2.9626)
H (-2.0008, -6.6456, 4.7057)
H (-3.9317, -4.2086, 2.0339)
N (-2.4386, 1.8197, -3.4491)
C (-2.3118, 1.1820, -2.2872)
N (-1.0442, 0.9693, -1.9586)
C (-0.2872, 1.5684, -2.9870)
C (1.0846, 1.7474, -3.1722)
C (1.5033, 2.4153, -4.3048)
C (0.5975, 2.9061, -5.2562)
C (-0.7604, 2.7534, -5.0840)
C (-1.1699, 2.0884, -3.9349)
H (-3.3143, 2.0842, -3.8718)
H (-3.1518, 0.9200, -1.6667)
H (1.8155, 1.4021, -2.4617)
H (2.5623, 2.5690, -4.4629)
H (0.9714, 3.4185, -6.1315)
H (-1.4724, 3.1375, -5.8022)